Record 1
144
Properties=species:S:1:pos:R:3:mulliken_charge:R:1 method="wB97M-V/def2-TZVPD" homo_ev=-9.0 gap_ev=9.563 total_energy_ha=-2656.04069
C -3.264 -1.464 2.699 0.142
C -4.082 -0.481 1.895 -0.333
O -3.967 -0.783 0.491 -0.350
O -3.821 -2.711 2.466 -0.607
H -3.310 -1.339 3.796 0.368
H -2.228 -1.417 2.458 -0.259
H -3.617 0.540 1.986 0.097
H -5.173 -0.454 2.213 0.312
H -4.847 -1.057 0.189 0.105
H -3.841 -2.904 1.512 0.327
C 4.196 -1.581 0.905 -0.329
C 3.400 -2.350 1.987 -0.009
O 2.313 -1.479 2.280 0.147
O 4.641 -0.358 1.409 -0.758
H 3.582 -1.349 0.042 -0.048
H 5.088 -2.072 0.590 0.513
H 3.961 -2.515 2.930 0.002
H 3.030 -3.298 1.562 0.193
H 2.053 -1.726 3.185 0.148
H 3.866 -0.020 1.952 0.254
C 4.767 3.086 -3.204 0.161
C 5.009 2.043 -2.181 -0.203
O 4.850 0.717 -2.732 -0.579
O 5.799 2.934 -4.232 -0.565
H 4.758 4.077 -2.716 0.171
H 3.818 2.923 -3.678 -0.029
H 4.193 2.224 -1.432 -0.002
H 5.937 2.277 -1.605 0.420
H 5.709 0.496 -3.099 0.305
H 5.363 3.020 -5.061 0.332
C 0.631 -2.021 -6.847 -0.286
O 1.459 -3.091 -6.688 -0.506
H 1.039 -1.185 -7.384 0.358
H -0.236 -2.336 -7.428 0.261
H 0.264 -1.578 -5.922 -0.114
H 2.151 -2.866 -6.081 0.310
C -2.847 0.621 -4.636 -0.255
O -3.496 0.001 -3.524 -0.570
H -2.249 -0.079 -5.320 0.087
H -3.493 1.127 -5.408 0.312
H -2.121 1.349 -4.326 0.004
H -2.904 -0.528 -2.932 0.328
C -0.103 -1.740 -0.014 -0.799
C -0.661 -1.155 -1.304 3.055
C 0.261 -1.354 -2.545 -0.783
O 1.618 -0.982 -2.441 -0.540
C 1.718 0.427 -2.337 0.788
N -1.984 -1.680 -1.740 0.438
H -0.809 -1.583 0.771 -0.269
H 0.825 -1.191 0.220 -0.154
H 0.190 -2.766 -0.089 0.464
H -0.815 -0.030 -1.077 -2.200
H -0.257 -0.758 -3.316 0.200
H 0.321 -2.440 -2.774 0.444
H 2.799 0.541 -2.225 -0.441
H 1.151 0.814 -1.465 -0.309
H 1.319 0.966 -3.245 0.159
H -2.693 -1.544 -1.040 -0.077
H -1.968 -2.651 -1.910 0.140
C -5.096 -5.857 -1.062 -1.550
C -4.562 -4.415 -1.001 0.616
C -4.288 -3.902 -2.432 -0.849
O -3.145 -4.524 -2.923 -0.383
C -2.735 -4.096 -4.233 -0.507
N -5.615 -3.480 -0.459 -0.538
H -6.106 -5.829 -1.468 0.374
H -5.009 -6.284 -0.051 0.392
H -4.439 -6.461 -1.688 0.328
H -3.587 -4.405 -0.466 0.224
H -4.214 -2.814 -2.480 0.228
H -5.187 -4.178 -3.047 0.584
H -2.636 -3.024 -4.232 0.101
H -3.404 -4.434 -5.039 0.325
H -1.696 -4.530 -4.264 0.232
H -5.930 -3.761 0.449 0.249
H -6.422 -3.641 -1.031 0.269
C -0.097 4.331 -4.565 -1.135
C 0.453 5.402 -3.590 1.587
C 1.865 5.031 -3.130 -1.554
O 1.958 3.846 -2.406 0.470
C 1.975 4.093 -0.975 -0.906
N 0.567 6.675 -4.357 -0.745
H 0.427 4.501 -5.511 0.582
H -1.162 4.414 -4.709 0.368
H 0.179 3.360 -4.071 -0.134
H -0.158 5.416 -2.685 -0.369
H 2.280 5.913 -2.629 0.467
H 2.469 4.933 -4.026 0.202
H 1.983 3.065 -0.535 0.079
H 1.068 4.552 -0.633 0.299
H 2.892 4.601 -0.616 0.364
H 0.426 7.474 -3.783 0.251
H -0.141 6.700 -5.056 0.257
C -1.572 2.387 -1.210 0.479
C -2.317 3.436 -0.306 -0.108
C -3.047 4.374 -1.332 -0.220
O -4.061 5.258 -0.846 -0.457
C -3.645 6.451 -0.288 -0.687
N -3.246 2.743 0.518 -0.338
H -0.925 1.747 -0.656 -0.921
H -0.895 2.898 -1.890 -0.336
H -2.358 1.850 -1.765 0.608
H -1.536 3.918 0.308 0.208
H -3.476 3.718 -2.009 0.425
H -2.233 4.972 -1.829 -0.071
H -4.567 7.061 -0.300 0.269
H -2.880 6.988 -0.830 0.272
H -3.360 6.394 0.755 0.281
H -3.938 3.393 0.924 0.292
H -3.745 2.045 -0.032 0.226
C 3.048 -4.465 4.862 -1.158
C 1.826 -3.797 5.502 0.220
C 2.374 -3.111 6.851 -0.673
O 3.216 -3.937 7.602 -0.400
C 2.596 -5.014 8.282 -0.730
N 1.343 -2.818 4.478 -0.593
H 3.834 -3.755 4.743 0.255
H 2.866 -4.915 3.832 0.338
H 3.433 -5.301 5.523 0.309
H 1.025 -4.491 5.781 0.287
H 1.547 -2.695 7.450 0.428
H 2.908 -2.195 6.592 0.226
H 3.345 -5.312 9.018 0.284
H 2.533 -5.927 7.641 0.268
H 1.606 -4.816 8.707 0.313
H 0.429 -2.402 4.728 0.184
H 1.134 -3.430 3.718 0.268
C 1.518 1.894 6.685 -1.563
C 2.058 0.862 5.606 0.713
C 1.882 1.247 4.144 0.015
O 0.565 0.943 3.789 -0.420
C 0.235 1.533 2.509 -0.338
N 3.461 0.639 5.967 -0.637
H 1.693 1.522 7.694 0.421
H 0.451 2.041 6.581 0.279
H 2.085 2.822 6.453 0.370
H 1.652 -0.121 5.803 -0.122
H 2.639 0.810 3.502 -0.287
H 1.970 2.312 4.102 0.602
H 0.613 0.847 1.711 0.071
H 0.706 2.490 2.338 0.453
H -0.870 1.566 2.445 0.091
H 3.876 -0.074 5.398 0.187
H 3.997 1.474 5.874 0.264

Record 2
151
Properties=species:S:1:pos:R:3:mulliken_charge:R:1 method="wB97M-V/def2-TZVPD" homo_ev=-8.6 gap_ev=8.713 total_energy_ha=-2923.85959
C 4.597 -1.770 0.355 0.707
O 5.266 -1.072 -0.405 -0.707
N 4.194 -1.493 1.554 -0.313
N 4.247 -2.894 -0.065 -0.331
H 4.554 -0.682 2.035 0.249
H 3.877 -2.224 2.175 0.165
H 4.626 -3.075 -0.984 0.097
H 3.783 -3.611 0.473 0.138
C -0.906 -3.496 -0.358 0.762
O -1.780 -3.689 0.415 -0.726
N 0.080 -2.655 -0.261 0.247
N -0.928 -4.163 -1.538 -0.386
H -0.140 -1.946 0.424 -0.411
H 0.943 -2.853 -0.746 -0.001
H -1.737 -4.764 -1.607 0.220
H -0.169 -4.054 -2.195 0.056
C -3.762 4.728 -0.861 0.537
O -3.308 5.827 -0.867 -0.691
N -4.043 4.033 -1.920 -0.360
N -3.878 4.035 0.235 -0.319
H -4.316 3.063 -1.845 0.280
H -3.765 4.507 -2.767 0.192
H -4.094 3.050 0.285 0.348
H -3.497 4.453 1.071 0.142
C -4.748 0.496 0.030 0.557
O -4.874 1.638 -0.368 -0.828
N -3.944 -0.355 -0.589 0.129
N -5.101 0.130 1.278 -0.294
H -3.856 -1.217 -0.070 0.142
H -3.726 -0.253 -1.570 0.058
H -5.495 0.940 1.736 0.183
H -4.921 -0.812 1.594 0.174
C 0.059 7.102 -0.917 -1.750
C 1.019 6.038 -0.255 0.343
C 1.308 6.477 1.222 -0.473
O 0.123 6.289 1.979 -0.434
C 0.095 5.149 2.823 -0.801
N 0.249 4.852 -0.352 -0.268
H -0.805 7.389 -0.318 0.364
H -0.159 6.743 -1.923 0.466
H 0.673 7.999 -0.997 0.503
H 1.935 5.960 -0.841 0.356
H 1.591 7.519 1.370 0.495
H 2.132 5.851 1.564 0.054
H 0.510 4.207 2.464 0.277
H -0.964 4.996 3.032 0.249
H 0.598 5.374 3.764 0.411
H -0.628 5.185 -0.726 0.044
H -0.194 4.791 0.553 -0.039
C -4.948 -4.645 2.787 -1.742
C -4.939 -3.174 2.592 0.230
C -4.383 -2.348 3.753 -0.389
O -5.215 -2.619 4.896 -0.430
C -4.747 -2.060 6.131 -0.564
N -4.292 -2.729 1.373 -0.251
H -3.947 -5.063 2.895 0.310
H -5.266 -5.171 1.888 0.509
H -5.735 -4.951 3.476 0.390
H -5.962 -2.801 2.531 0.373
H -4.320 -1.295 3.480 0.351
H -3.355 -2.652 3.950 0.233
H -4.826 -0.980 6.009 0.296
H -3.679 -2.264 6.201 0.115
H -5.256 -2.483 6.997 0.293
H -4.475 -3.486 0.730 0.176
H -3.290 -2.826 1.455 -0.022
C 1.771 0.059 -1.767 -0.250
C 1.014 1.268 -1.228 1.408
C 0.879 1.300 0.322 -0.871
O 0.154 0.341 0.915 1.182
C -1.256 0.474 0.560 -1.594
N 1.656 2.497 -1.796 0.099
H 1.765 0.121 -2.855 0.642
H 1.255 -0.899 -1.716 -0.954
H 2.820 0.112 -1.474 -0.309
H 0.010 1.202 -1.649 -0.566
H 0.651 2.298 0.697 -0.173
H 1.886 1.183 0.725 0.265
H -1.822 -0.309 1.065 0.002
H -1.369 0.240 -0.499 0.491
H -1.608 1.494 0.715 0.598
H 1.532 2.350 -2.788 0.376
H 1.228 3.306 -1.369 0.059
C 1.478 -6.918 -4.255 -1.376
C 2.805 -6.177 -4.195 0.792
C 2.922 -5.296 -2.936 -1.181
O 1.920 -4.224 -2.813 -0.003
C 2.358 -3.009 -3.513 -0.306
N 3.944 -7.180 -4.188 -0.708
H 1.256 -7.435 -5.189 0.400
H 0.670 -6.215 -4.052 0.228
H 1.314 -7.633 -3.450 0.385
H 3.022 -5.515 -5.034 0.180
H 3.945 -4.919 -2.948 0.268
H 2.892 -5.818 -1.979 0.451
H 1.490 -2.408 -3.242 -0.303
H 2.487 -3.107 -4.591 0.336
H 3.230 -2.492 -3.113 0.324
H 3.667 -7.913 -4.825 0.229
H 4.838 -6.787 -4.445 0.235
C -1.413 -1.685 -4.915 -1.891
C -1.699 -1.187 -3.478 2.703
C -2.118 0.282 -3.555 -0.685
O -0.998 1.105 -3.900 -0.389
C -1.338 2.465 -4.011 -0.860
N -2.707 -2.123 -3.045 -0.530
H -2.281 -1.528 -5.555 0.486
H -1.019 -2.692 -5.050 0.504
H -0.628 -1.160 -5.460 0.316
H -0.774 -1.210 -2.903 -1.352
H -2.402 0.516 -2.529 -0.420
H -2.792 0.457 -4.393 0.701
H -1.796 2.831 -3.092 0.230
H -1.952 2.692 -4.882 0.368
H -0.472 3.075 -4.267 0.316
H -3.021 -2.696 -3.815 0.338
H -2.321 -2.811 -2.415 0.140
C 5.706 3.992 -2.553 -1.206
C 6.082 2.745 -1.771 0.117
C 5.305 2.594 -0.487 0.231
O 5.669 3.558 0.464 -0.446
C 4.602 3.833 1.353 -0.415
N 5.822 1.587 -2.594 -0.800
H 5.977 4.775 -1.845 0.312
H 4.624 3.931 -2.669 0.111
H 6.213 4.186 -3.498 0.366
H 7.137 2.954 -1.595 0.431
H 5.331 1.576 -0.099 0.251
H 4.292 2.621 -0.889 -0.212
H 4.364 3.097 2.122 0.281
H 3.682 4.229 0.924 -0.080
H 4.964 4.719 1.875 0.377
H 6.197 0.791 -2.098 0.333
H 4.820 1.559 -2.476 0.300
C -0.186 -1.257 3.576 -0.381
C -0.745 -0.156 4.582 0.469
C -0.530 -0.383 6.144 -1.032
O -1.102 -1.659 6.401 -0.128
C -0.805 -2.032 7.710 -0.914
N -0.231 1.121 4.138 -0.677
H 0.523 -0.865 2.847 -0.096
H -0.936 -1.736 2.946 -0.179
H 0.334 -1.999 4.181 0.618
H -1.833 -0.173 4.522 0.004
H -0.989 0.419 6.721 0.423
H 0.552 -0.356 6.272 0.448
H -1.404 -1.399 8.365 0.352
H 0.217 -1.915 8.069 0.346
H -1.309 -2.995 7.786 0.260
H -0.234 1.184 3.130 0.181
H 0.731 0.939 4.389 0.337